Version one
# CH2ClNO

A 2-piece molecular cluster, CH2ClNO overall (the ωB97M-V functional and the def2-TZVPD basis, the Open Molecules 2025 dataset).

Element x y z (Å)
1 C -0.523 1.090 0.215
2 N 0.632 0.732 0.147
3 O 0.494 -1.820 -0.009
4 Cl 1.568 -2.577 -0.857
5 H -0.790 2.151 0.183
6 H -1.382 0.425 0.321

## Properties
Molecular weight, g/mol: 79.5
HOMO level (alpha / beta), eV: -8.63 / -8.63
Charge: 0

Version two
# CH2ClNO

The molecule CH2ClNO (the ωB97M-V functional and the def2-TZVPD basis, the Open Molecules 2025 dataset).

Element x y z (Å)
1 C 0.305 0.109 0.259
2 N 0.177 -0.157 -1.135
3 O -0.855 -0.467 -1.667
4 Cl -1.219 0.111 1.410
5 H 0.514 1.118 0.292
6 H 1.078 -0.715 0.841

## Properties
Molecular weight, g/mol: 79.5
HOMO level, eV: -9.89
Charge: 0

Q: Which of them is the most stable? A: version two.

Version one
# C5H8N3

An isolated ion of composition C5H8N3 and charge +1 (the ωB97M-V functional and the def2-TZVPD basis, the Open Molecules 2025 dataset).

Element x y z (Å)
1 C -1.647 -0.062 2.654
2 C -0.777 1.474 1.011
3 C 1.125 -0.474 -1.507
4 C 0.546 -1.436 -0.445
5 C 0.452 0.866 -1.001
6 N -1.275 0.955 2.153
7 N -0.200 -0.771 0.532
8 N -0.208 0.453 0.268
9 H -2.107 -0.725 3.308
10 H -0.898 2.396 0.550
11 H 2.223 -0.394 -1.381
12 H 0.867 -0.710 -2.563
13 H -0.130 -2.101 -0.984
14 H 1.254 -2.318 -0.230
15 H 1.276 1.657 -0.868
16 H -0.500 1.190 -1.498

## Properties
Molecular weight, g/mol: 110.1
HOMO level, eV: -12.91
Charge: +1

Version two
# C5H8N3

C5H8N3 as an isolated structure (the ωB97M-V functional and the def2-TZVPD basis, the Open Molecules 2025 dataset).

Element x y z (Å)
1 C -1.595 -1.316 -0.454
2 C -0.886 -1.527 0.661
3 C -1.050 -0.214 -1.372
4 C 1.247 0.837 1.281
5 C -0.022 0.419 -0.499
6 N 0.389 -0.163 1.718
7 N -0.206 -0.273 0.608
8 N 1.184 1.206 -0.369
9 H -2.338 -2.095 -0.813
10 H -0.462 -2.128 1.419
11 H -0.737 -0.685 -2.277
12 H -1.740 0.452 -1.799
13 H 0.808 1.778 1.544
14 H 2.312 0.586 1.494
15 H 1.080 2.274 -0.292
16 H 2.015 0.850 -0.849

## Properties
Molecular weight, g/mol: 110.1
HOMO level, eV: -12.73
Charge: +1

Q: Which of them is the most stable? A: version one.

Version one
# C3H5N3O3

The molecule C3H5N3O3 (the ωB97M-V functional and the def2-TZVPD basis, the Open Molecules 2025 dataset).

Element x y z (Å)
1 C 0.179 0.408 0.093
2 C -2.926 -1.026 -0.028
3 C 3.442 -0.365 0.002
4 H -1.795 1.753 0.140
5 H -3.959 -0.794 0.296
6 H -2.650 -1.997 -0.493
7 H 4.365 -0.016 -0.448
8 H 3.405 -1.261 0.632
9 N 0.120 1.654 0.235
10 N -2.057 -0.137 0.070
11 N 2.414 0.285 -0.364
12 O -1.053 2.333 -0.170
13 O -0.794 -0.537 -0.263
14 O 1.310 -0.300 0.297

## Properties
Molecular weight, g/mol: 131.1
HOMO level, eV: -9.34
Charge: 0

Version two
# C3H5N3O3

A 2-piece molecular cluster, C3H5N3O3 overall (the ωB97M-V functional and the def2-TZVPD basis, the Open Molecules 2025 dataset).

Element x y z (Å)
1 C -0.566 1.335 -1.010
2 C 1.881 -0.571 -0.107
3 C 0.074 0.345 1.096
4 N -0.916 1.289 -2.131
5 N -0.514 1.306 0.237
6 N -2.308 -0.582 -0.363
7 O -2.412 -0.388 -1.495
8 O -2.593 -1.177 0.591
9 O 0.608 -0.788 0.461
10 H 1.874 0.290 -0.785
11 H 2.132 -1.466 -0.669
12 H 2.627 -0.404 0.681
13 H 0.827 0.849 1.725
14 H -0.715 -0.037 1.769

## Properties
Molecular weight, g/mol: 131.1
HOMO level (alpha / beta), eV: -10.06 / -9.31
Charge: 0

Q: Which of them is the most stable? A: version one.